Entry 1:
Computed, not measured: a molecular structure, C19H24IrN4O6S4SbSi at a distorted geometry, with ωB97M-V/def2-TZVPD.

Structure (XYZ):
```
60
Properties=species:S:1:pos:R:3:lowdin_spin:R:1
Ir 0.3075 0.1146 -0.2045 2.2910
O 4.1581 -5.8111 -3.3638 -0.0001
N 3.3070 -5.0134 -3.6776 0.0002
O 2.8041 -4.9500 -4.7741 0.0000
C 2.8499 -4.0278 -2.6301 0.0005
C 3.4820 -4.1147 -1.4694 0.0021
C 3.1822 -3.2205 -0.3876 0.0015
C 3.8211 -3.2878 0.8543 -0.0015
C 3.4829 -2.3893 1.8320 0.0032
C 2.5184 -1.4146 1.5507 0.0129
N 1.9163 -1.3394 0.3861 0.1114
C 2.2248 -2.2425 -0.5792 0.0073
C 1.4947 -2.1790 -1.8238 0.0042
N 0.5027 -1.2469 -1.8921 0.0453
C -0.2194 -1.1723 -2.9855 0.0038
C 0.0250 -1.9952 -4.0950 0.0037
C 1.0107 -2.9321 -4.0495 -0.0056
C 1.7887 -3.0626 -2.8725 0.0022
H 4.2397 -4.8774 -1.3543 0.0002
H 4.5762 -4.0500 1.0253 -0.0001
H 3.9450 -2.4137 2.8108 0.0009
H 2.2276 -0.6636 2.2807 0.0016
H -1.0398 -0.4611 -2.9879 0.0038
H -0.5898 -1.8742 -4.9792 0.0006
H 1.1892 -3.5788 -4.8893 -0.0003
S -3.4148 0.9887 -3.1177 0.0312
Sb -2.3393 2.8821 -2.6970 0.0659
S 0.2385 2.0948 -3.3166 0.3491
S 1.3828 1.8685 -1.7245 0.6850
C -5.0622 -1.7042 0.1773 0.0008
C -4.3700 -0.3741 0.5069 0.0040
C -2.9546 -0.4029 0.0972 0.0333
N -1.8584 -0.4600 -0.2331 0.1021
H -6.0964 -1.6746 0.5182 0.0001
H -4.5585 -2.5372 0.6683 0.0000
H -5.0523 -1.8796 -0.8984 0.0000
H -4.3988 -0.1587 1.5738 0.0008
H -4.8420 0.4572 -0.0131 0.0007
C -2.1284 5.1167 0.2298 0.0010
S -2.4867 3.3953 0.1746 0.0025
O -3.6777 3.2604 -0.7106 0.0165
O -2.6660 2.9132 1.5157 0.0009
O -1.3766 2.7594 -0.6095 0.0225
H -2.8520 5.5731 0.9049 0.0001
H -2.2486 5.5113 -0.7783 0.0007
H -1.1078 5.2652 0.5923 0.0000
C -0.6816 1.7171 4.0746 0.0035
Si 0.5565 2.2053 2.7727 0.0213
C 0.3128 4.0134 2.3630 0.0014
C 2.2505 2.0425 3.5866 0.0028
O 0.4544 1.2592 1.4671 0.1630
H -0.5972 2.3700 4.9526 0.0005
H -0.5227 0.6815 4.3974 0.0000
H -1.7038 1.8025 3.6767 0.0000
H 0.9191 4.6548 3.0110 0.0001
H -0.7390 4.3010 2.4929 0.0001
H 0.6031 4.2097 1.3247 0.0009
H 2.4698 2.9362 4.1844 0.0003
H 3.0519 1.9347 2.8428 0.0000
H 2.2914 1.1809 4.2687 0.0002
```

HOMO level (alpha / beta) = -6.3 / -7.7 eV
DFT total energy = -98931.4713 eV
⟨S²⟩ = 6.021
Strongest force on any atom = 2.0 eV/A
Kohn-Sham gap (alpha / beta) = 4.951 / 5.909 eV
Spin multiplicity = 5
E_LUMO (alpha / beta) = -1.398 / -1.796 eV



Entry 2:
Computed, not measured: a molecular structure, C19H24MnN2OS2, with ωB97M-V/def2-TZVPD.

Structure (XYZ):
```
49
Properties=species:S:1:pos:R:3:lowdin_spin:R:1
Mn 0.9692 0.5419 0.1435 4.6629
C 1.9863 -2.6984 -0.1457 0.0045
N 1.3175 -1.7735 0.7752 0.0365
C -0.0434 -2.1779 1.1068 0.0032
C -0.9611 -1.9792 -0.0908 0.0026
N -0.8618 -0.6339 -0.7254 0.0297
C -0.5881 -0.7734 -2.1621 0.0074
C -2.0145 0.2059 -0.4348 0.0067
C -3.1288 0.1602 -1.2688 0.0008
C -4.2379 0.9536 -1.0266 0.0033
C -4.2310 1.7923 0.0816 0.0009
C -3.1323 1.8280 0.9181 0.0046
C -1.9919 1.0431 0.6922 0.0134
S -0.6370 1.1669 1.8137 0.0564
C 2.1877 -1.4874 1.8914 0.0106
C 2.0452 -2.1544 3.1017 0.0010
C 2.9026 -1.8877 4.1575 0.0041
C 3.9168 -0.9551 3.9863 0.0017
C 4.0575 -0.2900 2.7807 0.0046
C 3.1985 -0.5312 1.7074 0.0165
S 3.3649 0.3796 0.1925 0.0547
H 2.1673 -3.6647 0.3406 0.0012
H 2.9321 -2.2629 -0.4610 0.0011
H 1.3770 -2.8655 -1.0336 0.0002
H -0.3792 -1.5636 1.9402 0.0010
H -0.1064 -3.2352 1.4054 0.0004
H -1.9941 -2.1617 0.2129 0.0003
H -0.7303 -2.7182 -0.8603 0.0002
H -1.3180 -1.4017 -2.6838 0.0014
H 0.3959 -1.2256 -2.2931 0.0020
H -0.5816 0.2061 -2.6346 0.0003
H -3.1331 -0.5069 -2.1210 0.0001
H -5.0948 0.9103 -1.6854 0.0003
H -5.0865 2.4205 0.2947 0.0000
H -3.1283 2.4862 1.7776 0.0007
H 1.2554 -2.8851 3.2217 0.0000
H 2.7813 -2.4033 5.1007 0.0003
H 4.5956 -0.7336 4.7999 0.0000
H 4.8344 0.4529 2.6540 0.0004
C 0.5022 2.7953 -3.5591 0.0019
C 0.0392 2.7906 -2.1329 0.0127
C -1.2312 3.4853 -1.7579 0.0018
O 0.6827 2.1913 -1.2855 0.0456
H 0.2585 3.7250 -4.0692 0.0001
H -0.0335 1.9925 -4.0768 0.0007
H 1.5672 2.5841 -3.6065 0.0001
H -1.4359 4.3511 -2.3839 0.0001
H -1.2074 3.7430 -0.7017 0.0001
H -2.0467 2.7641 -1.8960 0.0006
```

HOMO level (alpha / beta) = -7.1 / -7.3 eV
DFT total energy = -78112.9293 eV
⟨S²⟩ = 8.757
Strongest force on any atom = 0.4 eV/A
Kohn-Sham gap (alpha / beta) = 7.451 / 7.576 eV
Spin multiplicity = 6
E_LUMO (alpha / beta) = 0.375 / 0.322 eV



Entry 3:
Computed, not measured: C19H24N2O4S in the gas phase at a distorted geometry, with ωB97M-V/def2-TZVPD.

Structure (XYZ):
```
50
Properties=species:S:1:pos:R:3:mulliken_charge:R:1
C -2.8432 -4.8863 -0.8382 -0.8387
O -3.3587 -3.7606 -0.1632 -0.4483
C -2.5250 -2.7430 0.1490 0.8804
C -1.1668 -2.7005 -0.1685 -0.5370
C -0.4096 -1.6032 0.2036 -0.7646
C -0.9990 -0.5555 0.8814 -0.3891
S 0.0134 0.8290 1.3563 1.3646
O 1.1583 0.3358 2.0827 -0.8650
O -0.7851 1.8169 2.0210 -0.6610
N 0.6204 1.3293 -0.1182 0.3960
C 1.8202 2.1452 -0.0616 -1.0417
C 3.0181 1.3322 -0.5819 0.4792
O 3.6622 1.6645 -1.5566 -0.7035
N 3.2311 0.2293 0.1461 0.0229
C 4.2751 -0.7365 -0.1271 0.1950
C 3.6506 -2.0981 -0.4290 -1.4633
C 5.2248 -0.8180 1.0652 -1.4322
C -0.3353 1.5462 -1.1898 -1.4524
C -1.5410 2.3458 -0.7673 0.6447
C -2.8131 1.7984 -0.8606 -0.3103
C -3.9208 2.5148 -0.4421 -0.7354
C -3.7664 3.7865 0.0801 -0.4613
C -2.5016 4.3421 0.1712 -0.7419
C -1.3969 3.6288 -0.2545 -0.0695
C -2.3442 -0.5834 1.2056 -0.2135
C -3.1056 -1.6725 0.8402 -0.8597
H -2.0645 -5.3829 -0.2519 0.3437
H -2.4465 -4.6177 -1.8219 0.3371
H -3.6865 -5.5632 -0.9633 0.2409
H -0.6940 -3.5114 -0.6988 0.4582
H 0.6415 -1.5507 -0.0311 0.6184
H 2.0008 2.4279 0.9788 0.5224
H 1.7185 3.0499 -0.6650 0.4943
H 2.6404 0.0758 0.9588 0.3411
H 4.8104 -0.3687 -1.0092 0.4020
H 4.4254 -2.8256 -0.6559 0.4715
H 2.9832 -2.0250 -1.2848 0.3325
H 3.0859 -2.4476 0.4336 0.3010
H 6.0183 -1.5342 0.8688 0.4176
H 5.6721 0.1539 1.2561 0.3584
H 4.6803 -1.1305 1.9538 0.3339
H -0.6582 0.5646 -1.5566 0.3853
H 0.1933 2.0489 -2.0044 0.6572
H -2.9379 0.8024 -1.2634 0.4351
H -4.9043 2.0746 -0.5186 0.3982
H -4.6287 4.3432 0.4161 0.3980
H -2.3750 5.3344 0.5775 0.3980
H -0.4142 4.0680 -0.1757 0.3180
H -2.7666 0.2541 1.7370 0.5827
H -4.1560 -1.7276 1.0767 0.4599
```

HOMO level = -9.0 eV
DFT total energy = -42097.8061 eV
Strongest force on any atom = 1.1 eV/A
Kohn-Sham gap = 9.511 eV
Spin multiplicity = 1
E_LUMO = 0.501 eV



Entry 4:
Computed, not measured: 2 unconnected molecules or ions with the total composition C19H24N3O at a distorted geometry, with ωB97M-V/def2-TZVPD.

Structure (XYZ):
```
47
Properties=species:S:1:pos:R:3:mulliken_charge:R:1
C -4.7468 3.1184 4.2466 -0.8000
O -3.5790 2.2789 4.3754 -0.4183
C -2.9894 1.7774 3.2605 0.8978
C -1.7017 1.2008 3.4215 -0.7682
C -1.0148 0.7240 2.3361 -0.4007
C -1.5658 0.7237 1.0152 0.2651
C -0.7841 0.1488 -0.0358 -0.3367
C -1.1029 0.2013 -1.4138 1.2844
C -0.4791 -0.7134 -2.3150 -0.3540
C -1.0273 -0.9973 -3.5582 -0.6073
C -2.1626 -0.2926 -3.9916 -0.3870
C -2.6347 0.7884 -3.2319 -0.5490
C -2.0554 1.1011 -2.0044 -0.8421
C -2.8946 1.2485 0.8961 -0.5436
C -3.5760 1.7909 1.9705 -0.7149
H -4.9581 3.4102 5.2760 0.2533
H -4.5343 4.0043 3.6302 0.3592
H -5.5937 2.5609 3.8222 0.3295
H -1.2834 1.1741 4.4256 0.4281
H -0.0103 0.3185 2.4629 0.4068
H -0.0057 -0.5463 0.2884 -0.1201
H 0.4424 -1.1877 -1.9835 0.2346
H -0.5794 -1.7712 -4.1826 0.4187
H -2.6582 -0.5736 -4.9221 0.4087
H -3.4695 1.3875 -3.6011 0.3978
H -2.3330 2.0168 -1.4787 0.8753
H -3.4105 1.2090 -0.0596 0.7347
H -4.5702 2.2248 1.8283 0.3445
C 1.5415 -3.1434 -0.6617 -0.8848
N 2.7217 -2.3286 -0.5877 0.1159
C 4.0318 -2.8826 -0.8118 -0.6292
C 4.9513 -1.6784 -0.6680 -0.6441
N 4.0401 -0.5715 -0.4906 0.0785
C 4.5239 0.7639 -0.2658 -0.9102
C 2.7225 -0.9678 -0.4369 0.5359
N 1.6489 -0.2255 -0.2696 -0.5327
H 0.7025 -2.6085 -0.2164 0.2764
H 1.2953 -3.3981 -1.7046 0.3083
H 1.7151 -4.0793 -0.1171 0.3485
H 4.2578 -3.6625 -0.0727 0.3240
H 4.1137 -3.3252 -1.8162 0.3083
H 5.6205 -1.7940 0.1955 0.3321
H 5.5765 -1.5427 -1.5590 0.3431
H 3.6674 1.4311 -0.1434 0.2814
H 5.1483 0.8140 0.6372 0.3023
H 5.1307 1.1054 -1.1141 0.3105
H 1.8685 0.7672 -0.3743 -0.0609
```

HOMO level = -11.2 eV
DFT total energy = -26602.2958 eV
Net charge = +1
Strongest force on any atom = 2.7 eV/A
Kohn-Sham gap = 6.415 eV
Spin multiplicity = 1
E_LUMO = -4.811 eV



Which of these has the highest spin multiplicity? C19H24MnN2OS2



What is the strongest force on any atom in the first record? 2.0 eV/A